No. 1
{"formula": "C5H9NOS", "method": "ωB97M-V/def2-TZVPD", "symbols": ["C", "C", "C", "C", "C", "H", "H", "H", "H", "H", "H", "H", "H", "H", "N", "O", "S"], "coordinates": [[-1.73719, -0.00672, 0.99775], [-1.03384, 0.04161, -0.36114], [-0.36506, -1.27462, -0.55102], [0.14883, 0.97390, -0.32504], [2.53157, 0.51507, -0.05386], [-2.53804, -0.77844, 1.00962], [-2.13600, 0.94973, 1.28451], [-1.02920, -0.30996, 1.75838], [-1.71839, 0.23017, -1.20056], [-0.09823, -1.59137, -1.55461], [-0.91263, -2.16009, -0.14617], [0.01367, 1.72904, 0.46149], [0.26315, 1.46873, -1.27255], [2.50502, 1.59407, -0.34390], [1.30379, 0.11264, -0.15339], [0.88290, -1.14127, 0.17717], [3.91963, -0.35245, 0.27333]], "forces_ev_per_a": [[-0.6, -0.7, -0.3], [-0.9, -0.4, 0.3], [0.8, -2.2, 0.1], [-0.3, 1.0, -0.3], [1.8, 0.5, -0.4], [0.3, 0.6, -0.1], [-0.3, 0.4, 0.1], [0.3, 0.0, 0.2], [0.1, 0.2, 0.4], [-0.1, 0.5, -0.5], [0.5, 0.9, 0.1], [0.4, -0.2, -0.1], [0.0, 0.5, -0.4], [0.5, -0.7, 0.4], [-1.3, 0.1, 0.4], [-0.3, -1.1, 0.3], [-0.9, 0.6, -0.1]], "smiles": "C[C@@H]1CON(C=S)C1", "homo_energy_ev": -7.9842, "relative_energy_kj_mol": 272.9, "homo_lumo_gap_ev": 8.606, "total_energy_ev": -19701.4745}

---

No. 2
{"formula": "C10H18N2", "method": "ωB97M-V/def2-TZVPD", "symbols": ["C", "C", "C", "C", "C", "C", "C", "C", "C", "C", "H", "H", "H", "H", "H", "H", "H", "H", "H", "H", "H", "H", "H", "H", "H", "H", "H", "H", "N", "N"], "coordinates": [[-1.15553, -0.66003, 1.55773], [-0.90800, -0.53811, 0.12605], [0.00590, -1.71237, -0.43503], [1.59752, -1.47335, -0.23112], [1.89881, -0.02699, -0.80428], [0.64209, 0.54322, -1.55116], [0.17476, -0.62453, -2.46890], [-0.16010, -1.79229, -1.90662], [-0.53030, 0.86371, -0.48736], [-0.06855, 2.03994, 0.45900], [0.28735, 0.50155, 2.58429], [-0.80700, -0.73843, 3.36030], [-1.96827, 0.01175, 1.95727], [-1.52919, -1.69581, 1.62126], [-1.86652, -0.66874, -0.36506], [-0.44390, -2.63108, -0.08032], [1.97693, -1.68160, 0.83603], [2.05345, -2.32002, -0.89030], [2.23667, 0.67825, 0.01920], [2.83638, -0.06211, -1.37167], [0.80040, 1.53342, -2.05042], [0.16138, -0.28254, -3.51880], [-0.40445, -2.69584, -2.41138], [-1.39747, 1.37251, -1.02229], [0.29821, 2.85893, -0.26504], [0.83462, 1.86191, 1.05878], [-1.80884, 3.02438, 0.56933], [-1.51688, 2.11538, 1.89691], [-0.10727, -0.50731, 2.56310], [-1.13224, 2.70621, 1.25052]], "forces_ev_per_a": [[-1.6, 0.3, 1.4], [0.7, 1.1, -2.4], [0.4, 0.6, 0.6], [-0.5, -1.5, 0.0], [0.6, 0.3, 1.6], [-0.9, -0.5, 0.7], [0.0, 1.9, -0.9], [0.8, 2.4, -0.4], [1.5, 0.3, 0.0], [0.3, 1.1, -1.4], [-1.3, -2.2, 0.4], [2.8, 1.2, -0.6], [0.0, -0.6, -1.3], [0.0, 0.2, 0.6], [-0.4, -0.6, 0.2], [0.6, -0.3, 0.9], [-0.8, 0.7, -1.6], [-0.4, 1.7, 1.1], [-0.8, -0.8, -0.6], [-0.6, -0.1, -0.6], [0.3, -1.2, -0.1], [-0.1, -1.0, 0.3], [-0.3, -0.4, -0.4], [0.8, -1.1, 0.4], [-0.5, -1.1, 0.9], [-0.5, -0.3, 0.1], [-0.4, 0.0, 0.4], [-1.4, -1.7, 1.8], [-0.4, 0.4, 1.3], [2.2, 1.3, -2.5]], "smiles": "NC[C@@H]1[C@H](CN)[C@H]2C=C[C@@H]1CC2", "homo_energy_ev": -8.9854, "relative_energy_kj_mol": 244.5, "homo_lumo_gap_ev": 9.859, "total_energy_ev": -13639.5799}

---

No. 3
{"formula": "C5H25N2O7", "method": "ωB97M-V/def2-TZVPD", "symbols": ["C", "N", "C", "C", "O", "C", "N", "C", "H", "H", "H", "H", "H", "H", "H", "H", "H", "H", "H", "H", "H", "H", "H", "O", "H", "H", "O", "H", "H", "O", "H", "H", "O", "H", "H", "O", "H", "H", "O"], "coordinates": [[-1.40549, 1.17429, 1.99209], [-1.54046, 0.08745, 1.03166], [-1.42464, -1.26729, 1.59895], [-1.57136, -2.30281, 0.47773], [-0.75816, -1.95689, -0.64251], [-0.49225, 2.31838, 1.67093], [0.80732, 1.84301, 1.13002], [1.17395, 2.70095, -0.05254], [-1.25418, 0.75540, 3.01094], [-2.43567, 1.45071, 2.29592], [-1.05328, 0.26998, 0.17622], [-2.15013, -1.44896, 2.39426], [-0.39020, -1.26598, 1.94135], [-1.10741, -3.24361, 0.81023], [-2.58837, -2.23371, 0.08209], [-0.31367, 2.93729, 2.55929], [-1.03116, 2.92016, 0.92158], [0.69310, 0.89326, 0.77860], [0.36577, 3.24234, -0.53056], [1.62187, 2.01267, -0.76401], [2.04153, 3.26682, 0.29616], [2.84120, -0.29756, -2.44461], [2.45781, 0.40826, -1.21385], [3.20730, 0.37852, -1.85465], [0.78888, -1.15173, -3.10449], [1.00187, -2.51263, -2.56062], [1.50933, -1.76438, -2.88367], [-1.15785, -2.15367, -2.32005], [-2.62033, -1.64586, -2.42239], [-1.91089, -2.05860, -2.94147], [1.88219, 0.77840, 3.21940], [2.11008, -0.25721, 2.08631], [1.99216, -0.15713, 3.04629], [-0.23085, 0.22937, -1.83707], [-1.49293, 0.60100, -2.62763], [-0.55829, 0.77489, -2.56440], [0.13373, -1.29087, -0.33716], [1.60549, -1.45343, -0.10693], [1.25399, -0.58086, -0.31141]], "forces_ev_per_a": [[-1.9, -1.6, 2.2], [-1.4, 0.5, 0.5], [1.2, 0.9, -1.6], [1.4, 1.0, -0.7], [0.9, 0.8, 0.8], [0.4, -0.3, -0.5], [-1.4, 1.4, -0.7], [1.7, -1.8, 1.2], [1.3, -0.3, -0.5], [0.0, 1.1, -0.9], [0.3, -0.5, -0.1], [0.1, 0.2, 0.0], [0.1, -0.8, 0.8], [-1.3, -0.3, 0.3], [-0.3, -1.0, 0.5], [-0.3, 0.0, -0.1], [0.3, 0.2, 0.1], [0.2, 0.0, 0.0], [-0.1, 0.3, 0.2], [-0.2, 0.2, -0.4], [-0.4, 0.9, -0.4], [0.3, 0.0, 0.1], [0.6, -0.5, -0.1], [-0.4, 0.3, -0.1], [0.3, 0.2, 0.0], [0.2, -0.3, 0.3], [-0.5, -0.1, -0.7], [-0.9, 0.2, 0.5], [0.6, -0.3, 0.0], [-0.4, 0.0, -0.7], [-0.1, 0.2, -0.5], [-0.2, 0.4, 0.2], [0.3, -0.8, 0.2], [0.1, -0.1, 0.2], [-0.4, -0.3, 0.0], [0.6, 0.4, 0.0], [-0.6, -0.1, -0.8], [0.9, 0.2, -0.2], [-1.0, -0.4, 1.0]], "total_charge": -1, "homo_energy_ev": -5.3016, "relative_energy_kj_mol": 192.8, "homo_lumo_gap_ev": 8.576, "total_energy_ev": -22903.5071}

---

No. 4
{"formula": "C13H16CoN5O6S2", "method": "ωB97M-V/def2-TZVPD", "symbols": ["Co", "N", "C", "C", "O", "N", "C", "C", "O", "O", "H", "H", "H", "H", "H", "H", "N", "C", "C", "C", "C", "C", "C", "S", "O", "O", "N", "C", "S", "C", "C", "N", "H", "H", "H", "H", "H", "H", "H", "H", "O", "H", "H"], "coordinates": [[-0.65126, 1.95480, 0.05624], [0.07282, 2.55687, 1.75929], [1.54524, 2.39781, 1.84102], [2.06591, 2.08357, 0.45004], [3.23132, 2.22619, 0.12937], [1.08715, 1.57311, -0.34394], [1.32117, 1.54900, -1.78143], [0.39030, 2.59444, -2.38692], [0.42791, 3.01457, -3.51274], [-0.54429, 2.97216, -1.51122], [-0.22547, 3.51586, 1.89773], [-0.36836, 1.96755, 2.46356], [1.76123, 1.54374, 2.48262], [2.03588, 3.27582, 2.25258], [1.08805, 0.56382, -2.19601], [2.36258, 1.77784, -2.00004], [2.49732, -4.88172, -0.91695], [1.74210, -3.94079, -0.25528], [0.52823, -4.29053, 0.34047], [-0.21085, -3.34975, 1.03309], [0.25395, -2.04583, 1.14289], [1.46617, -1.68638, 0.55716], [2.20203, -2.62197, -0.13450], [-0.69957, -0.85297, 2.00071], [-1.85384, -1.53729, 2.51663], [0.15899, -0.11396, 2.89505], [-1.18801, 0.23802, 0.91524], [-2.19740, -0.02170, 0.03742], [-3.19759, -1.39564, -0.22271], [-3.92013, -0.56435, -1.56339], [-3.38515, 0.66380, -1.71554], [-2.41195, 0.97545, -0.79333], [2.04811, -5.73426, -1.19946], [3.22281, -4.55836, -1.53153], [0.16736, -5.30880, 0.26157], [-1.14941, -3.61996, 1.49659], [1.82632, -0.67055, 0.63552], [3.14660, -2.34046, -0.58423], [-4.70325, -1.02309, -2.14236], [-3.65267, 1.38426, -2.47297], [-1.95764, 3.84239, 0.40580], [-1.51578, 4.28345, -0.33973], [-2.81692, 3.60386, 0.03369]], "forces_ev_per_a": [[-0.3, -0.5, -0.2], [0.3, 0.2, 0.0], [0.0, -0.2, -0.1], [-0.1, 0.0, 0.0], [0.0, 0.0, 0.1], [0.4, -0.3, -0.3], [0.0, 0.1, 0.1], [-0.5, 0.1, 0.3], [0.2, -0.1, -0.1], [0.5, 0.5, 0.0], [0.0, 0.0, 0.0], [0.0, 0.0, 0.0], [0.0, 0.1, 0.0], [0.0, 0.1, -0.1], [0.0, 0.1, -0.1], [0.0, 0.0, 0.0], [0.0, 0.0, 0.1], [0.0, 0.0, 0.0], [0.0, 0.0, 0.0], [0.0, 0.0, 0.0], [0.1, 0.0, -0.1], [0.0, 0.0, 0.0], [0.0, 0.0, 0.0], [0.1, 0.0, 0.2], [0.0, 0.0, 0.0], [0.0, 0.0, 0.0], [-0.5, 0.1, 0.0], [0.2, 0.2, 0.2], [0.0, 0.0, 0.0], [0.0, 0.0, 0.0], [0.1, 0.0, 0.0], [0.0, 0.0, -0.1], [0.0, 0.0, 0.0], [0.0, 0.0, 0.0], [0.0, 0.0, 0.0], [0.0, 0.0, 0.0], [0.0, 0.0, 0.0], [0.0, 0.0, 0.0], [0.0, 0.0, 0.0], [0.0, 0.0, 0.0], [-0.4, 0.0, 0.0], [0.1, -0.1, -0.1], [0.0, 0.0, 0.1]], "homo_energy_ev": [-8.4744, -8.4707], "relative_energy_kj_mol": 131.5, "homo_lumo_gap_ev": [7.498, 7.766], "total_energy_ev": -92774.0376}

---

No. 5
{"formula": "C20H28N4O6S", "method": "ωB97M-V/def2-TZVPD", "symbols": ["C", "N", "C", "C", "C", "C", "C", "C", "O", "C", "O", "H", "S", "O", "O", "N", "C", "H", "C", "C", "O", "N", "H", "C", "H", "C", "N", "C", "C", "O", "C", "C", "H", "H", "H", "H", "H", "H", "H", "H", "H", "H", "H", "H", "C", "C", "C", "H", "H", "H", "H", "H", "H", "H", "H", "H", "H", "H", "H"], "coordinates": [[-6.95079, -2.57241, -1.08441], [-6.19590, -1.71320, -0.21440], [-4.88289, -1.33460, -0.34543], [-3.91093, -1.62075, -1.28771], [-2.66142, -1.04802, -1.09638], [-2.41218, -0.22920, -0.00880], [-3.37417, 0.06650, 0.94641], [-4.61245, -0.50117, 0.75512], [-5.73725, -0.38904, 1.51439], [-6.71855, -1.13317, 0.92641], [-7.83401, -1.24956, 1.33902], [-3.14347, 0.69979, 1.78481], [-0.78357, 0.48022, 0.21622], [0.02416, 0.11221, -0.91170], [-0.31048, 0.13079, 1.52911], [-1.16847, 2.09204, 0.24657], [-0.48533, 2.97186, 1.17029], [-1.19015, 3.77258, 1.42812], [0.77942, 3.61661, 0.59163], [2.01611, 2.72422, 0.37732], [2.88359, 3.07274, -0.39952], [2.14196, 1.64863, 1.17791], [1.33914, 1.25471, 1.64635], [3.26630, 0.74437, 1.05044], [3.72774, 0.63265, 2.03644], [2.81777, -0.61153, 0.49884], [3.94779, -1.46859, 0.19056], [3.58997, -2.52737, -0.73826], [4.84642, -3.31813, -1.10168], [5.44995, -3.87961, 0.04072], [5.77796, -2.86861, 0.96399], [4.54695, -2.06000, 1.37463], [4.85479, -1.26831, 2.05823], [3.83319, -2.72379, 1.89673], [6.21570, -3.37282, 1.82757], [6.51961, -2.18702, 0.52105], [4.60239, -4.15332, -1.76073], [5.55775, -2.64697, -1.60554], [3.16758, -2.07852, -1.63887], [2.84342, -3.21473, -0.30086], [2.26459, -0.43004, -0.42497], [2.12055, -1.08477, 1.21272], [3.98378, 1.20185, 0.36665], [1.11222, 4.38640, 1.29981], [0.42874, 4.28873, -0.74253], [-0.19494, 3.26423, -1.68695], [-1.44851, 2.67021, -1.05104], [-2.21165, 3.44525, -0.91386], [-1.86418, 1.87377, -1.67109], [0.51915, 2.46126, -1.87564], [-0.45315, 3.73098, -2.63832], [-0.27084, 5.11041, -0.57067], [1.34140, 4.68972, -1.18331], [-0.28693, 2.39552, 2.07388], [-1.85439, -1.22925, -1.78827], [-4.11309, -2.26070, -2.13062], [-7.95382, -2.65612, -0.66841], [-7.00493, -2.14609, -2.08731], [-6.49169, -3.56084, -1.13469]], "forces_ev_per_a": [[-0.1, -0.1, -0.1], [0.2, 0.2, 0.3], [0.5, 0.3, 0.2], [-0.3, 0.0, 0.2], [0.3, 0.1, 0.0], [0.6, 0.1, -0.2], [-0.7, -0.1, 0.2], [0.7, -0.3, -0.7], [0.1, 0.3, 0.4], [-0.6, -0.5, -0.4], [0.0, 0.1, 0.2], [-0.1, 0.1, 0.2], [-0.8, 0.0, -0.1], [-0.2, 0.1, -0.2], [-0.2, 0.1, 0.3], [0.2, -1.0, 0.1], [0.5, 0.1, 0.5], [0.1, -0.1, 0.0], [-0.1, 0.2, -0.3], [-0.2, 0.3, 0.4], [0.2, 0.1, -0.3], [0.0, -0.4, 0.2], [0.0, 0.3, 0.0], [0.2, -0.2, -0.1], [0.1, 0.0, -0.1], [0.1, 0.2, 0.0], [-0.1, 0.0, 0.1], [0.3, -0.2, -0.1], [-0.3, 0.1, -0.2], [0.0, -0.2, 0.1], [-0.1, 0.2, 0.3], [0.3, -0.2, -0.1], [0.0, 0.0, 0.1], [0.0, 0.1, 0.0], [0.0, 0.1, 0.0], [0.0, 0.0, 0.1], [0.0, 0.1, 0.0], [-0.1, -0.1, 0.0], [0.0, 0.0, 0.0], [0.0, 0.0, 0.0], [0.0, 0.0, 0.1], [0.0, 0.0, -0.1], [-0.1, -0.1, 0.1], [0.0, -0.1, 0.0], [0.2, -0.1, -0.1], [-0.2, 0.1, 0.2], [0.0, 0.1, -0.7], [0.0, -0.1, 0.0], [-0.1, 0.2, -0.1], [0.0, 0.0, -0.1], [0.0, 0.0, 0.0], [0.0, 0.1, 0.0], [-0.1, 0.1, 0.1], [0.0, 0.2, 0.1], [0.0, -0.1, -0.1], [0.0, -0.1, -0.1], [0.1, 0.0, -0.1], [0.0, 0.0, 0.0], [0.0, 0.0, 0.0]], "smiles": "Cn1c(=O)oc2cc(S(=O)(=O)N3CCC[C@H](C(=O)NCCN4CCOCC4)C3)ccc21", "homo_energy_ev": -8.5265, "relative_energy_kj_mol": 118.4, "homo_lumo_gap_ev": 8.826, "total_energy_ev": -50275.7686}